An isolated molecule of C18H24N2O8S. Source: OMol25; level of theory: the ωB97M-V functional and the def2-TZVPD basis.

Its total energy is -49251.299 eV. The HOMO-LUMO gap comes out at 9.185 eV. The calculation puts the lowest unoccupied orbital energy at -0.28 eV.

```
! RIJCOSX wB97M-V def2-TZVPD def2/J DEFGRID3
* xyz 0 1
O -1.409 -5.247 0.751
C -1.241 -4.048 0.725
C 0.003 -3.410 1.368
O 0.191 -2.056 0.982
C 0.837 -1.833 -0.163
O 1.354 -2.721 -0.820
C 0.850 -0.416 -0.558
C 0.226 0.558 0.225
C 0.215 1.867 -0.187
S -0.514 3.108 0.881
O -1.468 2.473 1.738
O -0.911 4.232 0.090
N 0.748 3.614 1.846
C 1.795 4.360 1.188
C 2.640 5.044 2.267
O 3.157 4.099 3.175
C 2.123 3.386 3.811
C 1.259 2.644 2.787
C 0.814 2.248 -1.381
C 1.435 1.304 -2.165
C 1.470 -0.041 -1.770
O 2.082 -0.913 -2.567
N -2.099 -3.160 0.201
C -3.244 -3.525 -0.594
C -2.940 -3.342 -2.089
C -1.952 -4.387 -2.656
C -0.803 -3.548 -3.227
C -1.445 -2.165 -3.355
O -2.337 -2.065 -2.266
H 0.873 -4.015 1.096
H -0.118 -3.409 2.453
H -0.265 0.290 1.146
H 1.317 5.093 0.540
H 2.438 3.695 0.590
H 3.502 5.546 1.824
H 2.018 5.776 2.800
H 2.609 2.683 4.489
H 1.488 4.076 4.384
H 0.403 2.170 3.265
H 1.870 1.883 2.277
H 0.760 3.283 -1.680
H 1.904 1.567 -3.100
H 2.018 -1.813 -2.171
H -1.841 -2.186 0.150
H -4.081 -2.884 -0.309
H -3.489 -4.568 -0.387
H -3.889 -3.375 -2.647
H -1.608 -5.063 -1.876
H -2.435 -4.978 -3.433
H -0.441 -3.920 -4.182
H 0.029 -3.516 -2.526
H -0.740 -1.336 -3.284
H -1.999 -2.083 -4.302
*
```

---

A cluster of 4 separate species, C3H14NO4 in total at a distorted geometry. Source: OMol25; level of theory: the ωB97M-V functional and the def2-TZVPD basis.

Its total energy is -13009.805 eV. The HOMO-LUMO gap comes out at 10.633 eV. The calculation puts the lowest unoccupied orbital energy at -3.00 eV.

```
! RIJCOSX wB97M-V def2-TZVPD def2/J DEFGRID3
* xyz 1 1
C 0.001 -1.131 0.691
C 1.347 -1.258 1.639
C 2.704 -0.872 1.045
O 2.658 0.231 0.633
N -0.781 0.150 0.894
H -0.596 -1.982 0.725
H 0.608 -1.087 -0.389
H 1.410 -2.153 2.159
H 1.257 -0.458 2.502
H 3.701 -1.320 1.203
H -1.784 0.073 0.818
H -0.549 0.975 0.241
H -0.394 0.649 1.721
H -1.434 -1.593 -3.157
H -0.864 -0.513 -4.083
O -0.662 -1.114 -3.248
H -3.946 1.083 -0.448
H -2.479 1.357 -1.158
O -3.007 0.966 -0.322
H 1.585 2.142 -0.430
H 0.580 3.449 -0.571
O 0.646 2.405 -0.465
*
```

---

A structure of composition C10H14BFN6Sr at a distorted geometry. Source: OMol25; level of theory: the ωB97M-V functional and the def2-TZVPD basis.

Its total energy is -23766.361 eV. The HOMO-LUMO gap comes out at 5.241 eV. The calculation puts the lowest unoccupied orbital energy at -0.57 eV.

```
! RIJCOSX wB97M-V def2-TZVPD def2/J DEFGRID3
* xyz 0 1
H 2.937 -0.651 0.366
N 0.969 -1.328 0.723
B -1.052 -2.644 1.498
N 0.490 -2.387 1.474
C 1.502 -3.103 2.011
Sr -0.648 0.239 -1.254
H 1.316 -4.001 2.582
C 2.693 -2.495 1.598
H 3.687 -2.835 1.824
C 2.305 -1.387 0.823
H -1.297 -3.618 2.115
C -2.773 1.005 -2.102
H -1.933 1.483 -2.622
H -3.097 1.359 -1.096
H -3.117 -0.001 -2.460
N -1.486 -2.705 0.004
N -1.713 -1.409 2.149
N -1.130 -1.761 -0.980
N -1.695 -0.191 1.496
C -2.141 -3.711 -0.574
C -2.353 -1.317 3.334
H -2.388 -4.549 0.054
H -2.508 -2.179 3.968
C -2.268 -3.449 -1.945
C -2.779 0.006 3.482
C -1.613 -2.228 -2.170
C -2.333 0.672 2.312
H -2.765 -4.072 -2.688
H -3.328 0.406 4.306
H -1.523 -1.618 -3.065
H -2.448 1.722 2.076
H 2.134 0.052 -1.932
F 1.420 0.164 -2.548
*
```

---

> Which of these has the lowest lowest unoccupied orbital energy?

C3H14NO4

---

> Look up the lowest unoccupied orbital energy of the second one.

-3.00 eV